No. 1
ORCA calculation (the ωB97M-V functional and the def2-TZVPD basis) on C31H38BiN10O4 as an isolated structure.

Cartesian coordinates (Å):
Bi1 -0.8197 -0.4156 0.8293
O1 -1.9665 -1.3945 2.3322
O2 -2.8236 -0.4800 -0.0820
O3 -4.4471 0.1998 -1.4424
O4 -3.4444 -2.5002 3.5287
N1 2.0464 -1.2995 0.3725
N2 -0.2311 -1.5122 -2.7099
N3 -1.1105 1.1073 -1.4309
N4 -1.1180 -2.6840 -0.1190
N5 4.2418 -1.4417 0.2655
N6 -1.7665 1.5314 2.1480
N7 0.3806 -0.2501 3.5723
N8 4.4139 1.5377 0.6281
N9 2.2375 1.5706 0.9805
N10 0.4292 -3.1018 -7.7856
C1 1.1308 1.4944 -2.1678
C2 -3.3253 0.2913 -1.0015
C3 2.7428 2.8333 1.1420
C4 3.1717 -0.6193 0.4240
C5 -2.3903 1.3271 -1.5941
C6 2.0309 2.2415 -2.8709
C7 -2.6721 -3.5881 1.5609
C8 4.0885 2.8353 0.9305
C9 3.7661 -2.7211 0.1285
C10 -0.1404 -1.3568 4.3826
C11 -0.6533 3.0010 -2.8680
C12 -1.2608 -1.5584 -3.5529
C13 2.4120 -2.6126 0.2030
C14 0.3066 3.7741 -3.5630
C15 0.1045 -2.3364 -5.3381
C16 3.2612 0.8140 0.6656
C17 1.8339 -0.2348 3.7322
C18 -1.6014 1.2784 3.5983
C19 0.2830 -2.7648 -6.6994
C20 -0.2244 1.8798 -2.1251
C21 -2.7319 -2.4410 2.5567
C22 1.1901 -2.2905 -4.4707
C23 -1.0086 2.7143 1.7155
C24 -2.9170 2.4012 -2.3420
C25 -0.1732 1.0228 4.0520
C26 -1.1502 -1.9613 -4.8734
C27 0.9651 -1.8715 -3.1714
C28 -2.0432 3.2619 -2.9348
C29 -3.2012 1.7444 1.9046
C30 -1.3409 -3.7725 0.8483
C31 1.6208 3.4053 -3.5585
H1 0.2289 -1.2777 5.4137
H2 -2.2324 0.4251 3.8429
H3 -1.2246 -1.3600 4.3918
H4 -2.2223 -1.2463 -3.1601
H5 2.1184 -0.1346 4.7898
H6 -0.0240 4.6401 -4.1215
H7 1.7870 -1.8139 -2.4654
H8 0.1995 -2.3053 3.9669
H9 -2.9351 -4.4933 2.1062
H10 0.0524 2.4843 1.6527
H11 -1.3313 -4.7399 0.3395
H12 -3.3720 2.0020 0.8617
H13 5.2152 -1.1892 0.2674
H14 -1.3514 3.0133 0.7256
H15 3.0695 1.9388 -2.9143
H16 -3.4649 -3.4207 0.8254
H17 2.3487 3.9859 -4.1077
H18 -3.5697 2.5656 2.5281
H19 -3.9893 2.5006 -2.4228
H20 -0.5212 -3.7694 1.5712
H21 -2.0132 -1.9817 -5.5226
H22 2.1114 3.6673 1.3929
H23 -3.7465 0.8331 2.1420
H24 5.3452 1.2108 0.4338
H25 4.8241 3.6171 0.9670
H26 1.4111 0.5879 -1.6549
H27 0.4852 1.8303 3.7284
H28 2.2516 -1.1691 3.3563
H29 -2.3956 4.1158 -3.4998
H30 4.4174 -3.5647 -0.0007
H31 2.2602 0.5948 3.1761
H32 2.1784 -2.5703 -4.8054
H33 -1.9732 -2.5000 -0.6399
H34 -1.1628 3.5529 2.4041
H35 1.6847 -3.4028 0.1446
H36 -0.3940 -2.8827 -0.8024
H37 -0.1731 1.0444 5.1518
H38 -1.9883 2.1529 4.1375

HOMO-LUMO gap, hartree: 0.321
Total charge: +1
LUMO level, eV: -2.75
Energy relative to the best compared isomer or geometry (same formula, charge and spin), eV: 0.000



No. 2
ORCA calculation (the ωB97M-V functional and the def2-TZVPD basis) on C6H10N as an isolated structure.

Cartesian coordinates (Å):
N1 -1.8198 1.3507 0.0118
C1 0.4489 0.3070 -0.8019
C2 -1.8430 -1.4239 -0.0200
C3 -0.7791 0.1659 -0.1001
C4 2.7856 -0.4601 -0.0032
C5 1.6789 0.5452 0.0273
C6 0.4019 0.2095 0.7046
H1 2.4150 -1.4615 -0.2061
H2 3.2995 -0.4567 0.9569
H3 2.0342 1.5738 0.1267
H4 -2.8635 -1.1399 -0.2198
H5 -2.7555 0.9656 0.1954
H6 3.5061 -0.1817 -0.7678
H7 -1.4372 -2.0495 -0.8017
H8 -1.6678 -1.8082 0.9686
H9 -1.8416 1.8931 -0.8612
H10 -1.5625 1.9708 0.7907

HOMO-LUMO gap, hartree: 0.352
Total charge: +1
LUMO level, eV: -3.85
Energy relative to the best compared isomer or geometry (same formula, charge and spin), eV: 5.040



No. 3
ORCA calculation (the ωB97M-V functional and the def2-TZVPD basis) on an isolated ion of composition C8H13BNO2 and charge +1.

Cartesian coordinates (Å):
O1 3.0382 -0.8108 -0.4563
O2 3.2997 -3.1664 0.2294
N1 -1.4343 2.4906 -1.4571
C1 -0.9252 1.1221 0.6024
C2 2.0438 0.1740 -0.3033
C3 -1.1057 1.1743 -0.8662
C4 1.4783 -1.5316 1.2712
C5 0.6435 -2.2857 2.2390
C6 -0.0246 0.3630 1.2926
C7 -0.6812 0.2100 -1.6425
C8 1.0589 -0.3379 0.7675
B1 2.6997 -1.9774 0.3382
H1 -0.1073 0.3463 2.3723
H2 -1.0807 3.3577 -0.9843
H3 -0.3951 -2.2974 1.9260
H4 1.3994 0.3447 -1.3155
H5 0.9206 -1.9347 3.2608
H6 -1.7859 1.6462 1.1000
H7 -0.6198 0.1913 -2.7552
H8 3.9434 -3.1000 -0.5066
H9 -0.4844 -0.7788 -1.2093
H10 -0.9940 2.5069 -2.4713
H11 -2.5388 2.6440 -1.5960
H12 2.5833 1.2180 -0.1258
H13 0.8915 -3.2341 2.2103

HOMO-LUMO gap, hartree: 0.302
SMILES: C=C([NH3+])/C=C\C1=C(C)B(O)OC1
Total charge: +1
LUMO level, eV: -3.97
Energy relative to the best compared isomer or geometry (same formula, charge and spin), eV: 1.937



No. 4
ORCA calculation (the ωB97M-V functional and the def2-TZVPD basis) on a 12-piece molecular cluster, C36H72O36 overall.

Cartesian coordinates (Å):
O1 15.7106 20.0674 14.8889
O2 22.8214 20.6512 17.2369
O3 17.0439 9.3636 14.7542
O4 23.2914 10.2185 10.8194
O5 16.2534 10.3922 12.8920
O6 14.9409 10.9805 17.4068
O7 17.8461 17.3329 10.1489
O8 20.4194 20.3104 12.3979
O9 13.6350 19.1922 15.0579
O10 16.2759 12.7952 17.8388
O11 18.2649 14.2084 13.6841
O12 20.2220 21.3548 14.4801
O13 23.5934 18.0782 12.6424
O14 12.1267 10.4160 14.4266
O15 23.7198 17.5258 8.5510
O16 22.8369 13.0441 14.7067
O17 22.0093 16.4227 9.5830
O18 19.3819 15.8112 14.8419
O19 22.1832 11.1867 13.7800
O20 19.8100 15.4256 12.7047
O21 17.2987 15.4344 9.1705
O22 10.3587 11.3769 13.2356
O23 12.4158 12.2951 13.1422
O24 14.0763 13.1800 17.3102
O25 21.2409 11.7706 15.8067
O26 18.4421 10.4686 13.5446
O27 15.5457 17.9968 14.9636
O28 25.5593 17.5686 11.5689
O29 19.1574 19.6286 14.1231
O30 22.1833 12.0380 10.4170
O31 24.5091 12.1011 10.8592
O32 22.1024 18.6143 9.2906
O33 22.3375 18.4358 17.2059
O34 24.2130 16.0505 12.5422
O35 16.3516 17.3669 8.4182
O36 23.0695 19.3124 19.1282
C1 22.0720 13.5034 10.4360
C2 24.8348 14.8898 12.0036
C3 21.2248 22.3416 14.1860
C4 17.2459 16.7957 9.2676
C5 21.1380 15.9921 12.7327
C6 23.4424 11.5166 10.6384
C7 21.6979 9.9046 13.7773
C8 11.6899 11.2811 13.6486
C9 19.1645 15.2650 13.7898
C10 15.2230 21.4502 14.9419
C11 23.1309 20.5346 19.9043
C12 17.1988 10.0569 13.6433
C13 17.7312 13.5776 14.8704
C14 17.4465 12.0101 18.2851
C15 22.0315 11.9314 14.8678
C16 12.7552 12.7687 16.9973
C17 18.4463 18.5841 13.3671
C18 24.5262 16.4031 8.2243
C19 21.4899 18.4687 16.1083
C20 22.7688 19.5687 17.7482
C21 23.7249 19.3674 12.3510
C22 14.9139 16.7266 15.2036
C23 9.4412 10.3165 13.6117
C24 15.3942 16.5770 7.7530
C25 24.5446 17.2450 12.1523
C26 15.0727 12.2172 17.5054
C27 18.2646 14.6942 9.8384
C28 20.7995 18.7375 9.6303
C29 22.6204 17.4454 9.2138
C30 14.8793 19.0786 14.9480
C31 24.3181 9.2927 11.0170
C32 13.7280 12.4593 13.5692
C33 22.7847 14.0502 15.7151
C34 15.7513 8.8452 14.9662
C35 19.9876 20.4284 13.5508
C36 18.8477 11.1968 12.3586
H1 22.5491 13.6988 11.3964
H2 24.5159 14.5855 11.0067
H3 23.4196 19.6367 11.3399
H4 17.3417 10.9874 17.9229
H5 21.2022 16.9815 13.1856
H6 12.0606 13.6077 16.9557
H7 24.3071 9.0660 12.0831
H8 21.9446 18.7056 15.1464
H9 23.0005 19.8390 13.0151
H10 14.6065 17.1524 7.2666
H11 18.2613 12.6986 15.2372
H12 12.6116 12.3135 16.0173
H13 18.5110 10.7960 11.4025
H14 19.2802 14.8107 9.4600
H15 14.8908 15.9847 8.5171
H16 21.7624 14.4244 15.7712
H17 21.7132 9.6167 12.7261
H18 21.0144 13.7599 10.4988
H19 15.9072 22.2831 14.7797
H20 21.6153 22.3526 13.1684
H21 16.7339 13.1551 14.7473
H22 9.0335 10.5018 14.6055
H23 22.0560 22.3860 14.8898
H24 19.9253 11.3554 12.3182
H25 15.8992 7.7678 14.8920
H26 14.9187 9.2051 14.3618
H27 25.2638 9.5858 10.5611
H28 8.6367 10.2516 12.8791
H29 25.4105 16.2908 8.8516
H30 20.7115 9.9328 14.2403
H31 22.1458 20.9924 19.8148
H32 24.8034 16.4561 7.1714
H33 23.9602 15.4749 8.3027
H34 15.5141 9.1068 15.9975
H35 18.4419 12.4150 18.1028
H36 23.8660 21.2026 19.4555
H37 18.4442 12.2093 12.3530
H38 21.4780 16.1919 11.7166
H39 24.4641 14.0880 12.6422
H40 23.3327 14.9416 15.4097
H41 22.3206 9.2978 14.4346
H42 25.9100 14.7674 12.1347
H43 17.3166 11.8963 19.3613
H44 20.1917 18.1761 8.9207
H45 15.4968 15.9570 14.6975
H46 18.1133 13.6364 9.6232
H47 20.6903 18.2350 10.5913
H48 21.1205 17.4676 15.8861
H49 13.9190 13.5055 13.8082
H50 19.1763 17.8838 12.9612
H51 23.9272 8.4232 10.4885
H52 14.3642 12.1996 12.7232
H53 21.8261 15.2763 13.1824
H54 20.6750 19.1632 16.3126
H55 17.6482 14.3199 15.6642
H56 23.2721 13.7547 16.6442
H57 23.2406 20.3195 20.9672
H58 17.7215 18.1112 14.0297
H59 17.8469 19.0300 12.5734
H60 15.8186 15.9255 6.9891
H61 14.0424 11.9036 14.4527
H62 12.3318 12.0490 17.6978
H63 14.5963 21.5681 14.0579
H64 18.1772 14.7138 10.9247
H65 20.5180 19.7855 9.7331
H66 14.7532 21.6952 15.8944
H67 20.7194 23.3035 14.2723
H68 22.5761 14.0752 9.6569
H69 13.8837 16.6480 14.8565
H70 14.8462 16.3024 16.2054
H71 24.7354 19.7578 12.4712
H72 9.8915 9.3256 13.6691

HOMO-LUMO gap, hartree: 0.399
SMILES: COC(=O)OC.COC(=O)OC.COC(=O)OC.COC(=O)OC.COC(=O)OC.COC(=O)OC.COC(=O)OC.COC(=O)OC.COC(=O)OC.COC(=O)OC.COC(=O)OC.COC(=O)OC
LUMO level, eV: 0.50
Energy relative to the best compared isomer or geometry (same formula, charge and spin), eV: 4.663



No. 5
ORCA calculation (the ωB97M-V functional and the def2-TZVPD basis) on an isolated ion of composition C4H7N2O and charge +1.

Cartesian coordinates (Å):
O1 -1.9356 -2.2463 -2.6678
N1 -1.9960 -2.4240 -1.5111
N2 -1.0740 -1.6328 -0.8126
C1 -0.1887 -0.6508 -1.3560
C2 -0.5624 -1.5875 0.4488
C3 -0.0482 0.8765 0.6671
C4 0.3920 -0.4652 0.0406
H1 -0.7739 0.1781 -1.6828
H2 -1.1297 0.9885 0.4441
H3 0.4540 1.7654 0.2573
H4 0.5075 -0.8808 -2.3072
H5 1.4645 -0.5634 0.1630
H6 0.0409 1.0509 1.8799
H7 -1.0740 -1.8633 1.3062

HOMO-LUMO gap, hartree: 0.319
SMILES: C[C@H]1C=[N+](N=O)C1
Total charge: +1
LUMO level, eV: -6.98
Energy relative to the best compared isomer or geometry (same formula, charge and spin), eV: 5.969



No. 6
ORCA calculation (the ωB97M-V functional and the def2-TZVPD basis) on a 5-piece molecular cluster, C28H19Cl17O3 overall.

Cartesian coordinates (Å):
Cl1 3.7772 -9.0650 -2.4599
Cl2 -10.2146 0.2206 3.5705
Cl3 6.3619 -8.1705 -3.4524
Cl4 4.8958 -10.2432 -4.8736
Cl5 4.2546 7.7664 0.5800
Cl6 -10.1587 1.0722 0.7889
Cl7 -12.5188 1.5709 2.4159
Cl8 0.9092 3.5486 1.8681
Cl9 6.0901 -10.8214 -2.2843
Cl10 3.2474 8.4340 -2.0668
Cl11 3.5591 3.3233 4.4344
Cl12 5.3457 4.7205 2.6119
Cl13 1.9011 9.4542 0.3022
Cl14 3.8084 2.4346 1.6752
Cl15 6.0117 2.0426 3.5345
Cl16 -11.8624 -1.1431 1.5981
Cl17 4.5218 10.4794 -0.4366
O1 -2.0359 0.1407 0.6765
O2 4.2049 -2.9707 1.3466
O3 -1.1336 -2.7594 0.5409
C1 2.3934 -6.5508 -1.6564
C2 3.4812 9.0335 -0.4053
C3 0.9026 -1.1834 -0.1391
C4 0.8405 -3.9533 -0.5942
C5 -4.2312 -0.1267 2.1577
C6 -3.4992 0.2708 0.7136
C7 5.2812 -9.5750 -3.2676
C8 1.1279 1.6269 -0.6338
C9 3.2691 -5.4053 -0.8318
C10 0.7597 -6.3977 -1.9728
C11 -11.1886 0.4301 2.0934
C12 -0.0420 -5.0771 -1.4050
C13 4.6812 3.1302 3.0640
C14 -4.4776 0.7653 -0.5039
C15 -6.8241 0.5312 1.2364
C16 0.0754 -2.6038 -0.0044
C17 3.5128 0.0381 -0.0169
C18 0.5920 3.1347 -1.0065
C19 -1.4797 0.3779 -0.6638
C20 -5.8425 -0.0107 2.4367
C21 1.0224 4.2657 0.1482
C22 2.4717 -4.0692 -0.3153
C23 2.5545 -1.2961 0.0953
C24 3.1906 -2.7918 0.4857
C25 2.4699 4.9798 -0.1535
C26 2.7598 1.4587 -0.4038
C27 0.1806 0.2852 -0.4839
C28 -6.1203 0.8912 -0.2363
H1 1.0278 3.4786 -2.0632
H2 -4.0383 1.0355 -1.5541
H3 4.4171 -5.5450 -0.6259
H4 3.4794 2.4024 -0.5159
H5 0.2078 5.1361 0.0964
H6 -1.1834 -4.8566 -1.5573
H7 -1.8686 -0.3853 -1.4898
H8 4.6706 -0.0223 0.1562
H9 -0.5760 3.2297 -1.1052
H10 2.2890 6.1058 -0.4165
H11 3.1703 4.9627 0.8135
H12 -6.2595 -0.3125 3.5074
H13 -3.5520 -0.5130 3.0302
H14 -1.8202 1.4421 -1.0155
H15 2.8800 -7.5547 -2.0757
H16 -7.9886 0.6534 1.4360
H17 3.0308 4.4703 -1.0723
H18 0.1673 -7.2062 -2.5892
H19 -6.8800 1.2660 -1.0659

HOMO-LUMO gap, hartree: 0.236
SMILES: C[C@H](Cl)Cc1ccc2c(c1COc1ccccc1)C(=O)c1ccccc1C2=O.ClC(Cl)(Cl)Cl.ClC(Cl)(Cl)Cl.ClC(Cl)(Cl)Cl.ClC(Cl)(Cl)Cl
LUMO level, eV: -1.60
Energy relative to the best compared isomer or geometry (same formula, charge and spin), eV: 28.302



No. 7
ORCA calculation (the ωB97M-V functional and the def2-TZVPD basis) on an isolated molecule of C5H7NO.

Cartesian coordinates (Å):
O1 0.3193 2.1008 0.3015
N1 -0.4477 -0.1201 0.0632
C1 1.7410 0.1455 -0.3167
C2 1.3969 -1.2203 -0.5309
C3 0.5800 0.7873 0.0282
C4 0.0546 -1.3506 -0.2877
C5 -1.7664 0.1361 0.6034
H1 -2.4226 0.6370 -0.1150
H2 2.7163 0.6063 -0.3972
H3 -0.6018 -2.2079 -0.3506
H4 -1.6867 0.7587 1.4979
H5 0.2650 2.5623 -0.5453
H6 -2.2126 -0.8200 0.8848
H7 2.0646 -2.0151 -0.8355

HOMO-LUMO gap, hartree: 0.322
SMILES: Cn1cccc1O
LUMO level, eV: 0.75
Energy relative to the best compared isomer or geometry (same formula, charge and spin), eV: 0.731



No. 8
ORCA calculation (the ωB97M-V functional and the def2-TZVPD basis) on a 5-piece molecular cluster, H10O5 overall.

Cartesian coordinates (Å):
O1 -0.5890 -3.8332 1.3029
O2 1.3093 3.3872 0.6679
O3 -1.1861 -2.1954 -0.5769
O4 1.8394 2.5885 -1.9262
O5 -0.3239 0.5561 0.1859
H1 -0.7206 0.6774 1.0485
H2 0.7783 3.8715 1.3001
H3 1.1867 2.4681 0.9057
H4 -1.3283 -2.8218 -1.2866
H5 -0.2216 -0.3917 0.0999
H6 -1.0895 -4.4059 0.7217
H7 1.7685 3.0355 -1.0828
H8 1.2962 1.8062 -1.8296
H9 -2.0391 -1.7807 -0.4484
H10 -0.6804 -2.9616 0.9180

HOMO-LUMO gap (alpha / beta), hartree: 0.453 / 0.070
Total charge: +1
2S+1: 2
LUMO level (alpha / beta), eV: -3.41 / -11.65
Energy relative to the best compared isomer or geometry (same formula, charge and spin), eV: 1.359